# 1
Formula: C4H8O2
Source: the Open Molecules 2025 dataset
Level of theory: ωB97M-V/def2-TZVPD

The total energy is -307.49348 Eh. As for the frontier orbital gap: 7.91 eV. The value obtained for the LUMO energy is 0.439 eV.

The geometry in ORCA input format:
```
! RIJCOSX wB97M-V def2-TZVPD def2/J DEFGRID3
* xyz 0 1
O 1.2067 -0.3216 0.0969
C 1.4033 -0.0441 -1.5556
C -0.0647 0.2253 0.5050
O 0.1668 1.1957 1.4373
C -1.2041 -0.7267 0.5926
C -1.2458 0.4472 -0.3734
H 1.1354 -1.2890 0.0795
H 2.4230 -0.4675 -1.6058
H 1.5740 1.0444 -1.4382
H 0.6558 0.7798 2.1584
H -1.7989 -0.6932 1.4960
H -1.0998 -1.7042 0.1238
H -1.1945 0.2405 -1.4361
H -1.8880 1.2782 -0.0821
*
```

---

# 2
Formula: C4H8O2
Source: the Open Molecules 2025 dataset
Level of theory: ωB97M-V/def2-TZVPD

Its SMILES is CC[C@@H](O)C=O. The total energy is -307.62814 Eh. As for the frontier orbital gap: 11.16 eV. The value obtained for the LUMO energy is 0.900 eV.

The geometry in ORCA input format:
```
! RIJCOSX wB97M-V def2-TZVPD def2/J DEFGRID3
* xyz 0 1
C -0.9142 -1.2861 -0.3633
C -0.7389 0.4022 -0.5671
C 0.4977 1.0889 0.0928
O 0.2530 1.6296 1.3607
C 1.4036 -0.1059 0.2375
O 1.9901 -0.3820 1.2664
H -1.7460 -1.4467 -1.0386
H -1.2488 -1.4542 0.6659
H -0.2367 -2.1842 -0.5824
H -1.6606 0.8476 -0.1395
H -0.7425 0.5781 -1.6558
H 0.9676 1.8336 -0.5817
H 0.9457 1.2173 1.9103
H 1.2370 -0.7733 -0.6202
*
```

---

# 3
Formula: C4H8O2
Source: the Open Molecules 2025 dataset
Level of theory: ωB97M-V/def2-TZVPD

Its SMILES is CC[C@@H](O)C=O. The total energy is -307.67343 Eh. As for the frontier orbital gap: 11.24 eV. The value obtained for the LUMO energy is 0.812 eV.

The geometry in ORCA input format:
```
! RIJCOSX wB97M-V def2-TZVPD def2/J DEFGRID3
* xyz 0 1
C 1.1197 0.6634 1.0444
C 0.8789 0.2701 -0.4114
C -0.3180 -0.6898 -0.5954
O -0.4129 -1.6441 0.4227
C -1.6125 0.0859 -0.6888
O -2.5093 -0.0712 0.1088
H 2.1009 1.1367 1.1519
H 1.0959 -0.2256 1.6802
H 0.3676 1.3676 1.4172
H 1.7733 -0.2232 -0.8058
H 0.7161 1.1636 -1.0323
H -0.1934 -1.1998 -1.5645
H -1.2511 -1.4552 0.8805
H -1.7039 0.8024 -1.5290
*
```

---

# 4
Formula: C4H8O2
Source: the Open Molecules 2025 dataset
Level of theory: ωB97M-V/def2-TZVPD

The total energy is -307.55678 Eh. As for the frontier orbital gap: 9.61 eV. The value obtained for the LUMO energy is 0.937 eV.

The geometry in ORCA input format:
```
! RIJCOSX wB97M-V def2-TZVPD def2/J DEFGRID3
* xyz 0 1
C 1.3321 1.1434 -0.0288
O 0.6741 -0.2703 -0.6502
C 0.1712 -1.2429 0.3320
C -1.2380 -0.6616 0.4326
C -0.9761 0.3197 -0.7505
O -0.8075 1.5342 -0.5859
H 1.5415 1.8103 -0.8745
H 2.1845 0.5987 0.3124
H 0.8921 1.7617 0.7823
H 0.8064 -1.2023 1.2181
H 0.2022 -2.2730 -0.0661
H -1.4199 -0.0871 1.3441
H -2.0620 -1.3664 0.2669
H -1.3006 -0.0644 -1.7325
*
```

---

# 5
Formula: C4H8O2
Source: the Open Molecules 2025 dataset
Level of theory: ωB97M-V/def2-TZVPD

Its SMILES is CCOCC=O. The total energy is -307.65572 Eh. As for the frontier orbital gap: 11.00 eV. The value obtained for the LUMO energy is 0.979 eV.

The geometry in ORCA input format:
```
! RIJCOSX wB97M-V def2-TZVPD def2/J DEFGRID3
* xyz 0 1
C -2.1287 -0.4500 -0.5746
C -0.6950 -0.0447 -0.8300
O -0.0310 0.0344 0.4103
C 1.2954 0.4504 0.2728
C 2.0412 0.1124 1.5440
O 3.1682 0.4802 1.7610
H -2.6444 0.3156 0.0126
H -2.1596 -1.3900 -0.0189
H -2.6556 -0.5818 -1.5228
H -0.1705 -0.7793 -1.4654
H -0.6500 0.9263 -1.3475
H 1.3707 1.5305 0.0741
H 1.7885 -0.0753 -0.5652
H 1.4709 -0.5286 2.2496
*
```

---

# 6
Formula: C4H8O2
Source: the Open Molecules 2025 dataset
Level of theory: ωB97M-V/def2-TZVPD

The total energy is -307.50329 Eh. As for the frontier orbital gap: 9.06 eV. The value obtained for the LUMO energy is 0.946 eV.

The geometry in ORCA input format:
```
! RIJCOSX wB97M-V def2-TZVPD def2/J DEFGRID3
* xyz 0 1
O -1.1565 1.2106 1.6974
C -0.2195 1.5477 0.7027
C 0.6664 0.3672 0.3910
C -0.0670 -0.5814 -1.6628
C 0.3447 -1.7498 -0.8445
O -0.2685 -0.7154 -0.0068
H -1.6048 0.4165 1.3751
H -0.7065 1.9056 -0.2194
H 0.4022 2.3613 1.0891
H 1.3762 0.6173 -0.4089
H 1.1741 -0.0224 1.2676
H -1.0945 -0.7682 -1.9923
H 1.3788 -1.9049 -0.5235
H -0.2252 -2.6841 -0.8647
*
```

---

# 7
Formula: C4H8O2
Source: the Open Molecules 2025 dataset
Level of theory: ωB97M-V/def2-TZVPD

The total energy is -307.48143 Eh. As for the frontier orbital gap (spin up / spin down): 8.63 / 6.66 eV. The value obtained for the LUMO energy (spin up / spin down) is 0.624 / -0.265 eV.

The geometry in ORCA input format:
```
! RIJCOSX wB97M-V def2-TZVPD def2/J DEFGRID3
* xyz 0 1
O -0.7860 0.9534 1.7334
C -0.8123 0.7673 0.3392
C -0.5003 -0.6409 -0.0638
C -0.1985 -0.2803 -1.4890
O 1.5217 0.1785 -0.5492
C 0.9855 -0.8566 0.3010
H -0.5442 1.8711 1.9065
H 0.8789 0.9550 -0.2719
H -1.7116 1.1642 -0.1548
H -1.1740 -1.4853 0.1503
H 0.3639 -0.9511 -2.1406
H -0.7366 0.5218 -1.9792
H 1.3717 -1.8203 -0.0447
H 1.2458 -0.6831 1.3473
*
```

---

# 8
Formula: C4H8O2
Source: the Open Molecules 2025 dataset
Level of theory: ωB97M-V/def2-TZVPD

Its SMILES is COC1COC1. The total energy is -307.61832 Eh. As for the frontier orbital gap: 10.70 eV. The value obtained for the LUMO energy is 1.025 eV.

The geometry in ORCA input format:
```
! RIJCOSX wB97M-V def2-TZVPD def2/J DEFGRID3
* xyz 0 1
C -1.5099 1.2146 0.3712
O -1.2467 -0.0522 -0.1807
C 0.0688 -0.2421 -0.6221
C 1.2499 0.1791 0.2739
O 1.7576 -1.1601 0.2955
C 0.5842 -1.6591 -0.3620
H -1.0714 1.3103 1.3738
H -1.1309 2.0340 -0.2561
H -2.5949 1.3056 0.4567
H 0.1814 0.0985 -1.6620
H 0.9672 0.5295 1.2751
H 1.9644 0.8836 -0.1680
H -0.0817 -2.2005 0.3223
H 0.8297 -2.2841 -1.2258
*
```

---

# 9
Formula: C4H8O2
Source: the Open Molecules 2025 dataset
Level of theory: ωB97M-V/def2-TZVPD

The total energy is -307.60146 Eh. As for the frontier orbital gap: 9.93 eV. The value obtained for the LUMO energy is 1.002 eV.

The geometry in ORCA input format:
```
! RIJCOSX wB97M-V def2-TZVPD def2/J DEFGRID3
* xyz 0 1
C -2.3674 -0.5705 0.3447
C -1.1855 0.2199 -0.1743
O -0.3648 0.5218 0.9835
C 0.9367 0.6604 0.9405
O 1.3409 0.5615 -0.3324
C 2.6913 0.1131 -0.4017
H -2.0531 -1.5644 0.6788
H -2.8132 -0.0519 1.1971
H -3.1272 -0.6926 -0.4330
H -0.6133 -0.3351 -0.9214
H -1.4818 1.1794 -0.6057
H 3.3556 0.7781 0.1538
H 2.9509 0.0712 -1.4580
H 2.7311 -0.8908 0.0281
*
```

---

# 10
Formula: C4H8O2
Source: the Open Molecules 2025 dataset
Level of theory: ωB97M-V/def2-TZVPD

The total energy is -307.56319 Eh. As for the frontier orbital gap: 9.52 eV. The value obtained for the LUMO energy is 0.997 eV.

The geometry in ORCA input format:
```
! RIJCOSX wB97M-V def2-TZVPD def2/J DEFGRID3
* xyz 0 1
C 1.8764 0.0307 0.8298
O 1.0349 1.0268 0.3121
C -0.7564 0.3717 -1.0493
C -0.9843 -1.0474 -0.6362
O -1.8954 -0.5726 0.3976
C -1.6506 0.7070 -0.1167
H 1.3446 -0.8598 1.1983
H 2.5590 -0.2923 0.0317
H 2.4698 0.4523 1.6446
H -0.1683 0.8467 -1.8151
H -0.1879 -1.6822 -0.2341
H -1.5361 -1.5673 -1.4206
H 0.1365 1.0166 0.7045
H -2.2420 1.5699 0.1534
*
```

---

What did the ninth record say?
Formula: C4H8O2
Source: the Open Molecules 2025 dataset
Level of theory: ωB97M-V/def2-TZVPD

The total energy is -307.60146 Eh. As for the frontier orbital gap: 9.93 eV. The value obtained for the LUMO energy is 1.002 eV.

The geometry in ORCA input format:
```
! RIJCOSX wB97M-V def2-TZVPD def2/J DEFGRID3
* xyz 0 1
C -2.3674 -0.5705 0.3447
C -1.1855 0.2199 -0.1743
O -0.3648 0.5218 0.9835
C 0.9367 0.6604 0.9405
O 1.3409 0.5615 -0.3324
C 2.6913 0.1131 -0.4017
H -2.0531 -1.5644 0.6788
H -2.8132 -0.0519 1.1971
H -3.1272 -0.6926 -0.4330
H -0.6133 -0.3351 -0.9214
H -1.4818 1.1794 -0.6057
H 3.3556 0.7781 0.1538
H 2.9509 0.0712 -1.4580
H 2.7311 -0.8908 0.0281
*
```